1.
The following is a DFT calculation (wB97M-V/def2-TZVPD) of a molecular structure, C12CsF36KN6O24S12 in a non-equilibrium geometry.

DFT total energy ... -315238.0270 eV
Net charge ... -4
2S+1 ... 1
Energy relative to the best compared isomer or geometry (same formula, charge and spin) ... 103.50 kJ/mol

Atoms and positions in Å:
O (-5.994816, 1.408965, 0.150217)
F (4.311499, -1.371279, -3.401539)
F (3.560192, 4.910976, 0.155409)
F (-0.291842, -0.965233, 2.509335)
F (0.490596, -4.289880, -4.795661)
O (5.145895, 1.897098, -3.455684)
F (-4.534177, -5.576145, -1.495309)
N (-3.261437, 5.311780, 1.633143)
F (-1.809336, -0.206955, 3.791594)
S (-2.123274, 6.191490, 1.240281)
S (-2.810697, -3.467156, -1.973347)
F (-0.562530, 3.990446, 1.787304)
F (-2.598206, -6.035328, -2.384006)
C (-0.843223, 0.198145, 2.951034)
C (3.365869, -3.722432, 1.562775)
F (3.985074, -4.000961, 2.692209)
O (-4.558185, 7.537221, 0.653510)
F (0.524324, 5.808807, 1.653321)
O (-5.186718, 2.818027, -1.779279)
F (-2.535870, 2.183712, -3.155881)
O (1.430202, 3.531675, -1.431525)
O (2.831204, 1.257778, -3.834995)
C (3.822793, -8.344877, 2.181856)
O (-2.632350, -0.336714, -0.274783)
F (5.031850, 4.635184, -1.240858)
N (4.433334, -6.071921, 0.736402)
S (3.067998, 1.586377, 3.777440)
C (3.665816, -0.330743, 3.994561)
F (-2.083953, -0.017601, -3.368971)
O (-2.431717, -3.459985, -0.558258)
C (-3.630301, -5.198378, -2.424942)
O (3.102754, -8.066668, -0.505434)
O (1.926507, -6.112376, 0.893230)
C (-0.616540, 5.282789, 2.124106)
O (2.970518, -4.878022, -0.915233)
C (0.852370, -3.428496, -3.855681)
O (0.737281, 0.342906, 5.137134)
F (-0.889386, 1.311846, -2.170131)
C (-2.126646, 1.076629, -2.554366)
F (2.659874, -1.040969, 4.571762)
F (2.899448, -7.585730, 2.750609)
S (-5.645190, 1.523210, -1.288063)
N (3.545353, 1.994465, -1.634492)
F (-5.543034, 6.438270, 3.459260)
F (3.393114, -9.608029, 2.189125)
F (3.235016, -0.956735, -1.559965)
F (-1.313558, 0.945193, 1.957009)
S (3.093428, -5.375316, 0.448091)
F (3.987572, -2.967205, 0.681274)
O (2.755819, 3.954193, -3.416471)
S (2.740587, 3.508541, -2.001284)
K (1.723554, 0.941641, 0.255343)
C (3.726851, 4.877200, -1.113119)
O (5.551451, -8.284700, -0.014047)
F (0.954827, -2.210968, -4.365118)
F (4.808770, -0.333003, 4.818660)
F (5.432765, -0.535640, -1.661813)
F (-7.184697, 6.488896, 1.921169)
N (-4.743629, 0.437175, -1.831665)
O (-0.130904, -4.584735, -1.673969)
F (-0.768409, 5.401694, 3.492560)
Cs (6.352762, 2.534765, 0.501793)
N (-1.685336, -3.325471, -3.189914)
S (4.224300, -7.715564, 0.379987)
F (2.074984, -3.721559, -3.393604)
O (-1.823958, 6.059356, -0.186950)
O (-0.287733, 2.335228, 4.248473)
O (-3.119281, 2.049978, -0.263224)
O (2.832803, 2.216117, 5.081053)
O (-0.066908, -2.042106, -1.663160)
F (-8.108627, 2.239173, -2.184256)
S (3.912281, 1.369949, -2.915640)
F (-7.755140, 0.116235, -1.967434)
F (-6.348457, 4.599968, 2.593491)
O (-5.200004, 5.259828, -0.189399)
F (-6.935541, 1.076718, -3.625446)
F (2.111512, -3.299240, 1.754830)
S (0.494307, 1.203276, 3.966063)
C (4.271188, -0.493372, -2.335361)
S (-0.408257, -3.306165, -2.358811)
S (-4.725508, 6.103522, 0.895837)
O (-3.797989, -2.518600, -2.259855)
C (-7.264722, 1.211927, -2.328348)
F (-4.248912, -5.057142, -3.589950)
C (-6.057221, 5.906248, 2.357432)
N (1.600369, 1.371388, 2.887718)
S (-3.221370, 0.783288, -0.992882)
O (4.197932, 2.044586, 2.969736)
F (3.444257, 6.062521, -1.617113)
F (3.893714, -0.792256, 2.808363)
F (4.895324, -8.283193, 2.860833)
O (-2.164648, 7.582450, 1.721896)

Atoms 1-2, force components in eV/Å:
-0.32 0.09 -2.34
0.48 1.86 1.57

***

2.
The following is a DFT calculation (wB97M-V/def2-TZVPD) of a molecular structure, C12H10BF2IrN3O.

DFT total energy ... -28061.1171 eV
Net charge ... +2
2S+1 ... 2
Energy relative to the best compared isomer or geometry (same formula, charge and spin) ... 0.00 kJ/mol

Atoms and positions in Å:
F (1.476811, -0.714413, -2.070585)
H (-3.205094, 4.184478, -1.683558)
B (1.076870, 0.481484, -1.740892)
O (-2.600266, -1.734914, -0.221477)
C (-2.374596, 0.625048, -0.653981)
C (1.489294, -1.626566, 1.067061)
C (3.613259, -2.162054, 2.006513)
N (-0.567550, -0.758504, 0.177426)
H (2.045241, -3.600175, 1.663903)
H (-4.370330, 0.072362, -1.134980)
C (3.068649, 0.065112, 1.366483)
C (0.106627, -1.977879, 0.590546)
C (-3.650321, 0.878788, -1.093116)
H (0.144103, -2.668600, -0.259869)
C (2.353863, -2.566229, 1.586876)
N (1.848179, -0.326428, 0.958817)
H (-0.940993, 3.575124, -0.875032)
Ir (0.359741, 0.828697, 0.146695)
C (-1.948039, -0.742255, -0.238016)
H (-4.962722, 2.420858, -1.824397)
C (-2.996651, 3.163641, -1.396007)
H (3.304763, 1.115844, 1.256768)
N (-1.421945, 1.587217, -0.575411)
H (-0.488074, -2.464602, 1.369556)
C (-1.726463, 2.833640, -0.942444)
H (4.306465, -2.884436, 2.416239)
C (-3.967839, 2.182674, -1.472810)
H (4.945701, -0.476095, 2.214594)
C (3.974337, -0.826526, 1.896985)
F (1.106980, 1.514710, -2.535883)

Atoms 1-2, force components in eV/Å:
-0.06 0.02 -0.08
0.00 0.00 0.00

***

3.
The following is a DFT calculation (wB97M-V/def2-TZVPD) of a molecular structure, C12H10BF2NO5S5Tm in a non-equilibrium geometry.

DFT total energy ... -114157.9039 eV
Net charge ... -1
2S+1 ... 3
Energy relative to the best compared isomer or geometry (same formula, charge and spin) ... 0.00 kJ/mol

Atoms and positions in Å:
H (-6.017269, -1.295639, -1.268915)
O (0.057956, -1.677930, 0.195885)
H (2.616119, -1.627795, -0.776724)
S (0.130324, 3.226549, 0.051669)
H (0.591989, -3.652509, 0.298377)
C (-6.787725, 0.068934, 0.221047)
N (-2.025713, 0.276894, -0.233996)
O (-2.070720, 1.666087, 1.550219)
C (-2.697865, 0.983483, 0.724779)
F (-0.789969, -0.651151, 2.639837)
H (-7.296573, 1.496053, 1.734850)
C (1.871988, 3.484822, -0.058169)
S (-3.028907, -0.756110, -1.007858)
C (-6.488336, 1.031517, 1.185779)
C (-5.789024, -0.552371, -0.515731)
H (2.885156, -3.350681, -0.444162)
S (2.556342, 0.844187, 0.419671)
H (2.569551, -2.223955, 0.887166)
H (-7.820994, -0.199813, 0.037568)
C (4.142540, 4.786424, -0.384855)
O (-2.778817, -2.101601, -0.557732)
H (0.581054, -2.964146, -1.328510)
S (4.482543, 3.084376, -0.070935)
O (4.996908, 5.624642, -0.580553)
C (2.814535, 2.556570, 0.090966)
O (-3.069334, -0.474554, -2.406325)
H (-4.918487, 2.154354, 2.176219)
Tm (-0.055450, 0.705856, 0.978765)
C (2.314947, -2.464640, -0.147897)
C (0.857705, -2.772323, -0.289994)
F (0.388901, 1.104104, 3.132130)
S (2.410251, 5.115938, -0.401302)
H (-0.873376, -1.927235, 0.090983)
B (0.508788, -0.322908, 3.236568)
C (-4.184947, 0.782163, 0.702119)
C (-5.170689, 1.404137, 1.438346)
C (-4.489201, -0.170028, -0.234585)

Atoms 1-2, force components in eV/Å:
0.04 0.03 0.03
-0.02 0.45 -0.10

***

4.
The following is a DFT calculation (wB97M-V/def2-TZVPD) of a molecular structure, C12H10Br2O10Pd in a non-equilibrium geometry.

DFT total energy ... -176645.5557 eV
Net charge ... -2
2S+1 ... 3
Energy relative to the best compared isomer or geometry (same formula, charge and spin) ... 177.65 kJ/mol

Atoms and positions in Å:
H (4.647136, 3.367819, -2.919339)
H (-2.187387, -4.084380, 3.476117)
O (0.313496, -1.488342, -1.449978)
H (-2.818385, 0.767525, 2.329754)
H (2.340974, 3.597077, -3.580676)
H (-1.447662, -2.317556, -2.027922)
O (0.252946, 0.072285, 0.150342)
O (2.160124, 2.206134, 0.246916)
C (-0.076847, -0.302929, -0.919543)
C (-0.995336, -0.417842, -2.930028)
C (2.532005, 2.415189, -0.846207)
Br (3.058503, -0.764486, 2.312144)
C (-2.415414, -3.046356, 3.284591)
C (-0.600490, -1.812575, -2.498386)
Br (1.614996, 2.680441, 4.146405)
O (-4.717485, -3.221531, 3.441234)
O (1.739947, 2.423202, -1.949516)
O (-0.377338, 0.025847, 2.851242)
H (-0.216557, -2.371237, -3.347292)
C (-3.877856, -1.065418, 2.790161)
O (-0.095059, -2.679197, 3.332202)
C (-2.722982, -0.267603, 2.645655)
C (2.544440, 2.644115, -3.090595)
H (2.370464, 1.852449, -3.818730)
C (-3.689880, -2.511619, 3.205002)
H (-1.921255, -0.369991, -3.507780)
C (-1.408441, -0.684562, 2.886787)
O (-1.007067, 0.296495, -1.710514)
O (-4.985048, -0.601935, 2.454872)
C (4.004251, 2.562583, -2.580824)
H (-0.260750, 0.050937, -3.601159)
H (4.383314, 1.584308, -2.880557)
C (-1.226040, -2.225409, 3.188863)
Pd (1.251097, 1.097553, 2.091324)
O (3.833583, 2.589007, -1.174563)

Atoms 1-2, force components in eV/Å:
0.03 0.06 0.10
-0.46 -0.17 0.15

***

5.
The following is a DFT calculation (wB97M-V/def2-TZVPD) of a molecular structure, C12H10BrF2Pd in a non-equilibrium geometry.

DFT total energy ... -91551.0608 eV
Net charge ... +1
2S+1 ... 3
Energy relative to the best compared isomer or geometry (same formula, charge and spin) ... 171.61 kJ/mol

Atoms and positions in Å:
C (0.754260, -0.967587, -9.619508)
C (-0.325160, -2.852657, -8.514938)
H (0.751610, -0.622687, -6.187918)
C (0.987270, -0.355407, -8.369888)
Br (0.582420, -2.015847, 0.446372)
C (-0.676250, 2.730233, 9.222082)
C (1.346540, 1.901983, 8.192622)
C (-0.007640, -2.309207, -7.263778)
C (0.712910, 2.745413, 9.080492)
F (-1.588970, 0.210403, 6.751112)
C (0.572960, 1.109593, 7.385172)
F (1.553860, 0.870003, -8.368388)
H (-2.525820, 2.084093, 8.356242)
H (-0.761610, -3.836197, -8.607388)
C (0.635670, -1.009567, -7.189558)
Pd (-3.932010, -1.845117, 1.728602)
H (1.075590, 0.568303, 6.597282)
H (1.042870, -0.509677, -10.554088)
C (-0.857360, 1.071883, 7.513492)
H (-0.241600, -2.897247, -6.388638)
H (-0.309430, -2.509287, -10.622088)
C (0.037040, -2.168337, -9.657668)
H (1.395900, 3.297343, 9.709232)
C (-1.450270, 1.986603, 8.364722)
H (2.425690, 1.873773, 8.160512)
H (-1.198460, 3.449193, 9.835922)

Atoms 1-2, force components in eV/Å:
-0.64 -0.17 0.90
0.56 0.25 0.94

***

6.
The following is a DFT calculation (wB97M-V/def2-TZVPD) of a single C12H10BrN3 molecule in a non-equilibrium geometry.

DFT total energy ... -87118.8572 eV
2S+1 ... 1
Structure (SMILES) ... Nc1ncc(Br)c(/C=C/c2ccccc2)n1
Energy relative to the best compared isomer or geometry (same formula, charge and spin) ... 8.36 kJ/mol

Atoms and positions in Å:
H (-1.552804, 0.749189, -0.109817)
H (1.512218, -2.171752, 1.808939)
H (0.817322, -3.268837, 3.946348)
N (2.991914, 1.208659, -3.247120)
C (-0.010404, 1.109321, -1.641703)
C (-1.567681, -0.802675, 2.118295)
C (0.140667, -0.420126, 0.297219)
H (1.151545, -0.697051, -0.031885)
C (-0.547590, 0.513424, -0.436145)
H (-2.932011, -1.179941, 3.699399)
C (1.705477, 1.477650, -3.034371)
H (-2.309871, -0.180869, 1.624977)
H (-1.413027, -2.714910, 4.906449)
C (0.161613, -2.554783, 3.430722)
N (1.066532, 2.317378, -3.819524)
C (-0.202745, 2.508950, -3.500637)
C (0.545858, -1.929494, 2.203075)
C (-1.085592, -2.254415, 3.981149)
Br (-2.746618, 2.090625, -2.187940)
C (-0.328200, -1.041082, 1.531095)
C (-1.927107, -1.365629, 3.339442)
N (1.295389, 0.894333, -1.969057)
H (3.474663, 0.939922, -2.417765)
C (-0.859600, 1.883864, -2.412366)
H (-0.855802, 3.075712, -4.168673)
H (3.475854, 1.812537, -3.910106)

Atoms 1-2, force components in eV/Å:
0.11 0.28 -0.26
0.34 0.06 -0.33

***

7.
The following is a DFT calculation (wB97M-V/def2-TZVPD) of 2 unconnected molecules or ions with the total composition C12H10Cl2FNO2S in a non-equilibrium geometry.

DFT total energy ... -56786.4299 eV
2S+1 ... 1
Structure (SMILES) ... O=S(=O)(c1ccc(Cl)cc1)[C@@H](F)Cl.c1ccncc1

Atoms and positions in Å:
H (-2.230982, -0.252872, -1.050067)
C (0.150600, 2.526219, 1.440945)
C (-2.659161, 2.368035, 1.184362)
H (-3.736296, 2.284064, 1.072207)
C (2.137094, -0.854163, -0.782833)
H (0.521252, -3.440130, -2.031424)
C (2.725603, -3.188821, -2.202342)
H (4.769410, -2.542010, -2.106359)
S (-2.647637, -0.416283, 1.407821)
C (-0.489477, 1.287661, 1.539091)
Cl (0.144649, 5.185990, 1.085468)
H (2.905384, -4.119427, -2.756110)
O (-4.077632, -0.210072, 1.451409)
C (-0.628987, 3.667481, 1.199836)
H (-2.613928, 4.508643, 0.904117)
Cl (-2.882364, -2.584831, -0.602971)
C (3.760278, -2.308505, -1.843494)
H (0.086601, 0.382634, 1.700812)
F (-0.759443, -1.285150, -0.423344)
H (4.270745, -0.410335, -0.838212)
O (-1.982233, -1.237596, 2.332182)
C (3.480910, -1.126284, -1.137555)
N (1.303726, -1.763904, -1.145594)
C (-2.027209, 3.607812, 1.084238)
C (1.400799, -2.862651, -1.815478)
C (-1.873822, 1.232707, 1.375691)
H (1.781818, 0.020515, -0.257580)
C (-2.066210, -1.058558, -0.313090)
H (1.236511, 2.589830, 1.528275)

Atoms 1-2, force components in eV/Å:
-0.93 -0.49 0.23
-0.47 -0.15 -0.10

***

8.
The following is a DFT calculation (wB97M-V/def2-TZVPD) of a single C12H11BrN2O2 molecule in a non-equilibrium geometry.

DFT total energy ... -89730.9816 eV
2S+1 ... 1
Structure (SMILES) ... O=C(NCc1ccco1)Nc1ccc(Br)cc1

Atoms and positions in Å:
N (0.656459, -0.038941, 0.666589)
C (-2.772611, 1.144934, -1.251794)
C (2.767810, -1.212851, -0.053639)
C (3.939173, -0.148323, -1.791495)
C (-1.897195, 0.456306, 1.949359)
C (-3.650033, 0.316886, 0.411056)
H (1.114579, 1.762967, -1.224371)
H (-2.378045, 1.638376, -1.964089)
H (4.500953, -1.983595, -0.885406)
O (0.559911, -2.148329, 1.729022)
H (0.009451, 0.552741, 0.648145)
H (3.057176, 1.646716, -2.547052)
N (-1.136398, -0.818852, 2.353425)
H (-2.508748, 0.388755, 2.903607)
C (1.923500, 0.930396, -1.078899)
H (-4.528202, -0.456811, 0.863761)
H (-1.081758, 1.317649, 2.356040)
H (-1.478125, -1.514352, 2.745646)
O (-2.011805, 1.318844, -0.176602)
C (-3.920779, 0.412452, -0.936809)
C (-2.497991, 0.699339, 0.800359)
H (2.485707, -2.119859, 0.637218)
H (-4.652130, 0.172125, -1.538617)
C (3.691122, -1.348580, -1.070278)
C (2.894206, 0.735235, -1.817417)
C (1.608384, -0.085067, -0.257770)
Br (5.357828, -0.505872, -3.034936)
C (-0.052438, -1.112292, 1.564949)

Atoms 1-2, force components in eV/Å:
0.28 -7.15 4.48
-3.56 -2.89 3.13